1.
Computed, not measured: 2 unconnected molecules or ions with the total composition C6H18NS, with ωB97M-V/def2-TZVPD.

Structure (XYZ):
```
26
Properties=species:S:1:pos:R:3:mulliken_spin:R:1
C -2.69 -0.94 0.55 0.01
C -1.27 -1.35 0.95 -0.06
S -1.27 -2.64 2.22 0.93
C 0.47 -3.06 2.33 -0.03
H -2.66 -0.18 -0.23 0.00
H -3.22 -0.51 1.40 0.00
H -3.27 -1.78 0.17 0.00
H -0.78 -0.49 1.42 0.05
H -0.66 -1.68 0.11 0.03
H 0.90 -3.05 1.33 0.02
H 0.96 -2.31 2.95 0.05
H 0.53 -4.04 2.80 0.00
C 0.03 2.70 -1.27 0.00
C 1.14 1.70 -1.51 0.00
C 2.16 1.65 -0.38 0.00
N 0.48 0.31 -1.60 0.00
H -0.77 2.57 -2.00 0.00
H -0.36 2.59 -0.25 0.00
H 0.44 3.70 -1.37 0.00
H 1.63 1.85 -2.47 0.00
H 1.66 1.44 0.56 0.00
H 2.65 2.62 -0.32 0.00
H 2.92 0.89 -0.56 0.00
H -0.06 0.23 -2.46 0.00
H 1.17 -0.45 -1.55 0.00
H -0.15 0.22 -0.80 0.00
```

Kohn-Sham gap (alpha / beta) (Eh): 0.4638 / 0.3080
Total charge: +2
LUMO level (alpha / beta) (eV): -6.753 / -11.293
Spin multiplicity: 2

***

2.
Computed, not measured: a molecular structure, C6H18NaO6, with ωB97M-V/def2-TZVPD.

Structure (XYZ):
```
31
Properties=species:S:1:pos:R:3:mulliken_charge:R:1
Na 10.29 -23.20 -21.04 0.84
C 9.04 -26.31 -21.19 -0.22
C 9.08 -27.08 -22.51 -0.38
O 7.99 -26.67 -23.34 -0.56
O 8.55 -25.00 -21.41 -0.50
H 9.99 -26.21 -20.68 0.26
H 8.38 -26.84 -20.48 0.24
H 9.06 -28.16 -22.36 0.36
H 10.00 -26.85 -23.07 0.24
H 7.23 -27.24 -23.14 0.31
H 7.86 -25.04 -22.08 0.32
C 8.78 -22.07 -23.84 -0.19
C 8.95 -21.46 -25.19 -0.69
O 9.37 -20.11 -24.99 -0.50
O 10.03 -22.15 -23.11 -0.48
H 8.39 -23.08 -23.97 0.21
H 8.07 -21.48 -23.27 0.29
H 7.99 -21.50 -25.71 0.36
H 9.68 -22.01 -25.80 0.40
H 9.52 -19.70 -25.84 0.30
H 10.72 -21.82 -23.68 0.28
C 12.32 -23.76 -18.73 -0.57
C 13.24 -23.95 -19.91 -0.34
O 12.68 -23.28 -21.05 -0.47
O 11.08 -24.46 -18.92 -0.45
H 12.16 -22.69 -18.56 0.32
H 12.85 -24.15 -17.86 0.44
H 13.41 -25.02 -20.10 0.29
H 14.19 -23.49 -19.65 0.36
H 13.37 -23.12 -21.70 0.27
H 10.89 -24.94 -18.11 0.29
```

Kohn-Sham gap (Eh): 0.3950
Total charge: +1
LUMO level (eV): -2.639

***

How do the records compare in energy relative to the best compared isomer or geometry (same formula, charge and spin)? In the order shown, they have 0.00, 4.45 kcal per mole.